1.
The following is a quantum chemistry calculation of a structure of composition C30H32BCl2IN3O6PbSSe2, from the OMol25 dataset.

## Properties
Highest occupied orbital energy = -5.70 eV
Net charge = -1
Energy relative to the best compared isomer or geometry (same formula, charge and spin) = 122.9 kJ/mol

The geometry in XYZ format:
```
79
Properties=species:S:1:pos:R:3:mulliken_charge:R:1
Pb -0.95 0.15 1.38 1.335
O -5.30 0.20 -3.25 -0.616
C -3.87 0.12 -3.32 0.142
C -3.31 1.31 -4.10 0.951
C -3.81 1.27 -5.56 -1.119
O -5.21 1.47 -5.69 -0.581
C -3.68 2.64 -3.46 -1.020
Se -2.96 2.75 -1.64 -0.071
C -1.78 1.19 -4.11 -1.116
Se -0.99 1.68 -2.37 -0.085
H -5.58 -0.10 -2.38 0.335
H -3.59 -0.80 -3.84 0.351
H -3.44 0.11 -2.32 -0.218
H -3.51 0.31 -6.01 0.384
H -3.32 2.06 -6.13 0.447
H -5.65 0.97 -5.00 0.400
H -4.76 2.75 -3.38 0.387
H -3.29 3.46 -4.07 0.478
H -1.37 1.86 -4.87 0.546
H -1.47 0.17 -4.34 0.464
C 7.66 -0.93 2.71 -1.454
C 6.16 -0.97 2.70 1.076
C 5.43 -0.48 1.61 -0.871
C 4.05 -0.54 1.60 -0.521
C 3.38 -1.10 2.68 -0.545
C 4.08 -1.59 3.77 -0.134
C 5.46 -1.52 3.77 -0.680
S 1.60 -1.18 2.65 1.817
O 1.22 -2.05 3.73 -0.760
O 1.15 0.22 2.75 -0.853
N 1.11 -1.61 1.22 0.003
C 1.33 -2.85 0.67 0.310
C 2.16 -3.83 1.18 -0.421
C 2.37 -5.05 0.50 -0.974
C 1.75 -5.32 -0.69 -0.855
C 0.87 -4.36 -1.24 1.125
C 0.18 -4.58 -2.45 -0.851
C -0.67 -3.63 -2.93 -0.865
C -0.83 -2.45 -2.18 -0.377
N -0.22 -2.20 -1.06 0.024
C 0.64 -3.13 -0.57 -0.324
H 8.04 -0.35 1.86 0.338
H 8.09 -1.93 2.65 0.302
H 8.03 -0.47 3.63 0.356
H 5.96 -0.04 0.77 0.286
H 3.48 -0.16 0.76 0.432
H 3.53 -2.02 4.60 0.521
H 6.01 -1.90 4.63 0.361
H 2.66 -3.68 2.13 0.376
H 3.04 -5.78 0.94 0.373
H 1.92 -6.25 -1.21 0.344
H 0.34 -5.51 -2.99 0.391
H -1.22 -3.76 -3.85 0.435
H -1.51 -1.68 -2.54 0.699
B -2.08 -0.13 6.24 0.235
C -2.02 -0.17 4.66 0.098
N -2.04 -0.23 3.51 -0.648
H -2.62 -1.16 6.58 -0.155
H -2.73 0.85 6.53 -0.146
H -0.95 -0.06 6.64 -0.146
Cl -5.78 -2.85 1.51 -0.179
C -4.64 -1.51 1.57 -0.255
Cl -3.72 -1.37 0.04 -0.073
H -3.93 -1.68 2.37 0.165
H -5.19 -0.59 1.72 0.310
I 2.92 7.09 -1.99 0.039
C 1.60 5.90 -0.88 0.034
C 1.67 4.52 -0.99 -0.744
C 0.79 3.74 -0.26 0.085
C -0.14 4.33 0.59 0.217
C -0.19 5.71 0.70 -0.607
C 0.68 6.51 -0.04 -0.420
C -1.09 3.48 1.42 0.111
O -1.50 3.91 2.49 -0.682
O -1.41 2.35 0.86 -0.484
H 2.40 4.06 -1.64 0.375
H 0.82 2.66 -0.36 0.597
H -0.90 6.16 1.38 0.437
H 0.63 7.59 0.04 0.360
```

=====

2.
The following is a quantum chemistry calculation of a structure of composition C30H32BrCl5IInN3O2PTe, from the OMol25 dataset.

## Properties
Highest occupied orbital energy = -8.06 eV

The geometry in XYZ format:
```
77
Properties=species:S:1:pos:R:3:mulliken_charge:R:1
In 0.26 -0.10 -0.97 0.828
Cl 2.27 -2.50 -7.59 -0.205
C 1.85 -1.58 -6.19 0.443
C 2.29 -1.99 -4.94 -0.071
Cl 3.26 -3.40 -4.77 -0.200
C 1.94 -1.25 -3.81 0.627
Cl 2.47 -1.71 -2.23 -0.185
C 1.15 -0.10 -3.90 -0.624
O 0.83 0.61 -2.84 -0.525
C 0.72 0.30 -5.18 0.508
Cl -0.24 1.72 -5.29 -0.159
C 1.07 -0.43 -6.31 0.011
Cl 0.53 0.08 -7.86 -0.187
I -1.60 -2.03 -1.23 -0.487
Te -2.32 1.56 -2.19 0.578
C -3.73 1.83 -0.63 0.391
C -3.46 2.70 0.42 -0.309
C -4.38 2.86 1.45 -0.607
C -5.56 2.14 1.44 -0.469
C -5.83 1.27 0.40 -0.562
C -4.92 1.12 -0.64 -0.507
C -1.95 3.60 -2.53 0.080
C -2.66 4.29 -3.51 -0.498
C -2.39 5.63 -3.74 -0.582
C -1.42 6.29 -3.01 -0.392
C -0.70 5.60 -2.04 -0.720
C -0.96 4.26 -1.80 -0.111
H -2.53 3.26 0.44 0.360
H -4.16 3.55 2.26 0.400
H -6.28 2.27 2.24 0.389
H -6.76 0.71 0.38 0.389
H -5.14 0.44 -1.46 0.394
H -3.42 3.78 -4.09 0.447
H -2.95 6.17 -4.50 0.380
H -1.21 7.34 -3.19 0.381
H 0.07 6.11 -1.47 0.407
H -0.38 3.72 -1.06 0.364
Br 1.84 3.59 4.54 -0.213
C 1.39 2.62 2.97 -0.241
C 0.07 2.31 2.71 -0.666
C -0.24 1.59 1.56 -0.977
C 0.75 1.16 0.68 0.565
C 2.07 1.49 0.98 -0.642
C 2.40 2.22 2.11 -0.170
H -0.71 2.63 3.39 0.528
H -1.28 1.36 1.37 0.830
H 2.88 1.18 0.32 0.437
H 3.43 2.47 2.32 0.440
C -0.73 -1.65 2.78 -0.825
N 0.66 -2.03 2.94 0.862
C 1.06 -2.23 4.32 -1.067
P 1.49 -2.62 1.64 -1.012
O 1.38 -1.72 0.46 0.265
N 3.06 -2.78 2.13 0.477
C 3.82 -1.58 2.42 -0.881
C 3.67 -4.01 2.58 -0.974
N 0.93 -4.13 1.29 0.713
C 0.30 -4.99 2.28 -1.058
C 0.95 -4.67 -0.06 -0.941
H -0.93 -0.73 3.33 0.344
H -1.40 -2.43 3.15 0.309
H -0.96 -1.47 1.73 -0.134
H 0.93 -1.30 4.88 0.287
H 2.10 -2.52 4.39 0.218
H 0.45 -3.00 4.81 0.341
H 3.31 -0.70 2.02 -0.012
H 4.81 -1.64 1.95 0.396
H 3.96 -1.43 3.49 0.327
H 3.10 -4.87 2.20 0.259
H 3.72 -4.08 3.67 0.290
H 4.68 -4.08 2.19 0.314
H 0.42 -4.58 3.28 0.273
H 0.76 -5.98 2.26 0.392
H -0.77 -5.10 2.08 0.275
H 1.39 -3.94 -0.74 0.165
H -0.06 -4.88 -0.40 0.274
H 1.53 -5.59 -0.09 0.254
```

=====

3.
The following is a quantum chemistry calculation of a structure of composition C30H32Cl2N2PRhS, from the OMol25 dataset.

## Properties
Highest occupied orbital energy (alpha / beta) = -13.68 / -14.33 eV
Net charge = +2
Energy relative to the best compared isomer or geometry (same formula, charge and spin) = 16.1 kJ/mol
Spin multiplicity = 5

The geometry in XYZ format:
```
69
Properties=species:S:1:pos:R:3:mulliken_spin:R:1
Rh -0.03 -0.32 -0.20 2.321
Cl 0.56 0.77 1.96 0.087
C -0.42 2.23 1.95 0.070
C -0.19 3.11 2.97 -0.010
C -0.93 4.30 3.02 0.133
C -1.88 4.59 2.06 -0.042
C -2.12 3.69 1.04 0.109
Cl -3.30 4.10 -0.12 0.034
C -1.41 2.46 0.94 0.026
S -1.78 1.39 -0.31 0.772
H 0.56 2.89 3.72 0.003
H -0.75 5.00 3.83 0.004
H -2.45 5.51 2.10 0.002
C -1.33 -4.82 2.14 0.001
C -2.19 -4.55 0.92 0.007
N -1.40 -4.42 -0.32 0.022
C -1.30 -5.65 -1.14 -0.001
C -2.47 -5.81 -2.10 0.002
C -0.81 -3.28 -0.65 -0.040
C -0.04 -3.22 -1.94 0.020
N -0.88 -2.20 0.10 0.119
H -1.97 -4.93 3.02 0.000
H -0.62 -4.01 2.33 0.000
H -0.77 -5.74 2.02 0.000
H -2.82 -3.67 1.04 -0.002
H -2.88 -5.37 0.75 0.000
H -1.27 -6.48 -0.43 0.000
H -0.35 -5.66 -1.66 0.001
H -3.42 -5.83 -1.56 0.000
H -2.38 -6.74 -2.65 0.000
H -2.51 -4.99 -2.82 0.000
H 0.92 -3.75 -1.83 -0.007
H 0.17 -2.19 -2.21 -0.009
H -0.58 -3.68 -2.76 0.004
H -1.39 -2.32 0.96 0.008
C 3.05 -0.80 -5.72 0.021
C 2.59 0.49 -5.51 -0.007
C 2.22 0.90 -4.23 0.023
C 2.31 0.01 -3.17 -0.013
C 2.77 -1.29 -3.39 0.012
C 3.15 -1.69 -4.66 -0.007
P 1.87 0.43 -1.47 0.131
C 3.34 0.12 -0.49 -0.031
C 3.32 -0.81 0.54 0.034
C 4.47 -1.09 1.26 0.019
C 5.65 -0.44 0.95 0.000
C 5.69 0.49 -0.09 0.002
C 4.54 0.76 -0.82 0.002
C 1.42 2.17 -1.35 0.035
C 0.36 2.63 -2.14 0.104
C -0.10 3.93 -2.01 -0.026
C 0.47 4.77 -1.06 0.023
C 1.51 4.31 -0.26 0.023
C 1.99 3.01 -0.40 0.030
H 3.35 -1.11 -6.71 0.001
H 2.54 1.19 -6.33 0.000
H 1.89 1.92 -4.08 0.004
H 2.88 -1.98 -2.56 0.006
H 3.52 -2.69 -4.82 0.000
H 2.40 -1.35 0.79 -0.036
H 4.45 -1.82 2.06 0.001
H 6.55 -0.65 1.51 0.000
H 6.61 0.99 -0.35 0.000
H 4.58 1.46 -1.65 0.000
H -0.10 1.98 -2.88 0.007
H -0.91 4.29 -2.64 0.001
H 0.11 5.79 -0.95 -0.002
H 1.96 4.97 0.47 0.008
H 2.79 2.67 0.23 0.002
```